# 1
Molecular formula: C18H23N5O3PtS2
Method: DFT, wB97M-V/def2-TZVPD

Atoms and positions in Å:
C  3.94  -0.05  -1.78
C  4.13  -1.41  -1.81
H  4.15  0.49  -0.84
H  3.23  0.52  -2.40
C  3.63  -2.68  -1.50
C  2.51  -3.05  -0.78
H  2.25  -2.72  0.25
H  1.88  -3.81  -1.26
C  5.38  -1.14  -2.50
H  5.68  -0.08  -2.55
H  5.28  -1.47  -3.52
H  6.14  -1.63  -1.91
C  4.36  -3.78  -2.29
H  5.34  -3.88  -1.79
H  4.49  -3.40  -3.33
H  3.78  -4.72  -2.23
Pt  -2.35  0.69  1.51
O  -1.20  -0.99  0.89
C  -1.21  -0.33  -0.22
O  -3.64  0.33  -0.19
C  -3.26  -0.30  -1.21
O  -4.05  -0.66  -2.20
N  -2.02  -0.82  -1.29
C  -3.22  -1.43  -3.18
C  -1.79  -1.34  -2.68
H  -3.36  -0.98  -4.18
H  -3.62  -2.46  -3.19
H  -1.18  -0.59  -3.22
H  -1.31  -2.32  -2.67
C  -0.47  0.96  -0.35
C  0.00  1.43  0.89
H  0.24  0.97  -1.15
H  0.63  0.43  0.96
H  0.93  2.13  0.76
N  0.35  -0.78  3.09
C  -0.05  0.41  3.48
N  -1.11  1.12  3.01
C  -1.24  2.38  3.57
C  -0.34  2.58  4.60
S  0.77  1.27  4.74
C  -2.32  3.11  3.05
C  -2.92  4.33  3.35
S  -4.29  4.61  2.35
C  -4.06  3.10  1.53
N  -3.02  2.44  2.05
N  -4.86  2.64  0.58
H  1.10  -1.23  3.59
H  -0.07  -1.25  2.27
H  -0.35  3.45  5.22
H  -2.56  4.98  4.12
H  -5.63  3.21  0.29
H  -4.68  1.74  0.09

The calculation puts the HOMO-LUMO gap (spin up / spin down) at 0.15244 / 0.16123 hartree. As for the calculated total energy: -57524.6318 eV. The multiplicity is 3. The maximum force is 0.130 Eh/bohr. The value obtained for the highest occupied orbital energy (spin up / spin down) is -11.962 / -12.205 eV. The charge is +2. Its LUMO energy (spin up / spin down) is -7.814 / -7.818 eV.

Atom charges from the natural (NBO) analysis, given in e for atoms 1 to 2: 0.062 -0.139

=====

# 2
Molecular formula: C18H23N6O6Pm
Method: DFT, wB97M-V/def2-TZVPD

Atoms and positions in Å:
Pm  -0.10  -0.36  0.24
C  0.84  -2.66  4.51
C  0.62  -1.99  3.19
N  -0.50  -1.80  2.62
O  -1.55  -2.36  3.28
C  1.74  -1.43  2.38
C  2.91  -0.73  2.97
N  1.49  -1.52  1.13
O  2.08  -0.68  0.25
H  -0.11  -2.83  5.02
H  1.48  -2.04  5.14
H  1.34  -3.62  4.37
H  -2.28  -2.24  2.65
H  3.62  -1.45  3.39
H  2.61  -0.04  3.76
H  3.42  -0.18  2.18
O  -4.86  -4.58  -3.02
C  -4.26  -5.07  -2.06
O  -4.43  -6.06  -1.31
C  -3.10  -4.18  -1.53
C  -1.97  -4.73  -0.91
C  -1.01  -3.89  -0.41
N  -1.11  -2.53  -0.46
C  -2.23  -2.03  -1.07
C  -3.22  -2.78  -1.62
C  -2.07  -0.54  -0.94
O  -1.22  0.01  -1.70
O  -2.36  -0.03  0.18
H  -1.87  -5.80  -0.81
H  -0.11  -4.27  0.07
H  -4.07  -2.33  -2.13
C  1.21  3.08  -3.60
C  1.68  1.70  -3.21
N  1.43  1.49  -1.79
C  0.96  2.42  -0.91
N  0.48  2.00  0.23
C  0.04  2.98  1.22
C  -0.40  4.28  0.58
C  0.70  4.77  -0.33
N  1.07  3.72  -1.27
C  1.68  4.06  -2.55
H  0.12  3.10  -3.64
H  1.59  3.35  -4.58
H  2.75  1.60  -3.41
H  1.16  0.93  -3.78
H  1.61  0.57  -1.43
H  0.84  3.17  1.94
H  -0.80  2.55  1.77
H  -0.64  5.03  1.33
H  -1.30  4.10  -0.02
H  1.58  5.08  0.26
H  0.38  5.64  -0.90
H  2.77  4.04  -2.47
H  1.38  5.08  -2.79

The calculation puts the HOMO-LUMO gap (spin up / spin down) at 0.25203 / 0.25176 hartree. As for the calculated total energy: -56817.8260 eV. The multiplicity is 5. The maximum force is 0.050 Eh/bohr. The value obtained for the highest occupied orbital energy (spin up / spin down) is -7.321 / -7.322 eV. The charge is 0. Its LUMO energy (spin up / spin down) is -0.464 / -0.471 eV.

Atom charges from the Mulliken analysis, given in e for atoms 1 to 2: 0.887 -1.306

=====

# 3
Molecular formula: C18H23NO2
Method: DFT, wB97M-V/def2-TZVPD

Atoms and positions in Å:
C  2.14  2.49  3.45
C  1.78  1.33  3.45
O  1.80  -2.53  -4.34
O  -2.30  -0.56  -2.14
C  2.63  -1.11  -2.69
C  2.42  -0.26  -1.61
C  0.26  -1.59  -2.72
C  1.55  -1.75  -3.25
C  1.16  -0.04  -1.08
C  0.05  -0.68  -1.64
N  -0.60  -0.21  1.73
C  -1.28  2.09  -1.29
C  -2.81  1.10  0.41
C  1.29  -0.06  3.41
C  -0.20  -0.12  3.17
C  -0.66  -1.56  1.15
C  -1.57  -1.63  -0.08
C  1.07  0.83  0.15
C  -1.44  0.90  -0.28
C  -1.33  -0.46  -1.07
C  -0.35  0.91  0.81
H  2.48  3.51  3.52
H  2.69  -2.39  -4.66
H  -1.97  0.00  -2.87
H  3.65  -1.30  -3.05
H  3.27  0.17  -1.15
H  -0.50  -2.09  -3.24
H  -1.23  3.01  -0.72
H  -0.39  2.04  -1.94
H  -2.16  2.11  -1.94
H  -3.09  0.31  1.13
H  -3.63  1.06  -0.31
H  -2.85  2.02  0.96
H  1.48  -0.50  4.41
H  1.83  -0.65  2.65
H  -0.65  -0.94  3.71
H  -0.67  0.76  3.60
H  -1.01  -2.30  1.91
H  0.31  -1.94  0.88
H  -2.62  -1.65  0.21
H  -1.38  -2.55  -0.65
H  1.40  1.82  -0.22
H  1.82  0.53  0.90
H  -0.42  1.88  1.34

The calculation puts the HOMO-LUMO gap at 0.32073 hartree. As for the calculated total energy: -24622.4313 eV. The maximum force is 0.044 Eh/bohr. As for the SMILES: C#CCCN1CC[C@]2(O)c3cc(O)ccc3C[C@H]1C2(C)C. The value obtained for the highest occupied orbital energy is -8.005 eV. The charge is 0. Its LUMO energy is 0.723 eV.

Atom charges from the natural (NBO) analysis, given in e for atoms 1 to 2: -0.255 -0.009

=====

# 4
Molecular formula: C18H23NO3
Method: DFT, wB97M-V/def2-TZVPD

Atoms and positions in Å:
C  -0.20  -0.77  -1.59
N  0.22  0.45  -0.94
C  1.62  0.39  -0.54
C  2.56  0.47  -1.75
O  3.88  0.77  -1.37
C  4.67  -0.21  -0.83
C  4.33  -1.56  -0.72
C  5.23  -2.45  -0.18
C  6.47  -2.03  0.26
C  6.81  -0.69  0.15
C  5.92  0.21  -0.39
H  6.17  1.25  -0.49
H  7.78  -0.35  0.48
H  7.17  -2.74  0.68
H  4.96  -3.50  -0.10
H  3.37  -1.92  -1.06
H  2.53  -0.44  -2.36
H  2.25  1.31  -2.39
H  1.84  1.27  0.08
H  1.84  -0.51  0.05
C  -0.66  0.80  0.17
H  -0.14  1.51  0.82
C  -1.92  1.49  -0.36
O  -1.57  2.52  -1.25
H  -0.77  2.23  -1.70
C  -2.74  2.10  0.79
O  -3.14  1.14  1.73
C  -4.17  0.29  1.44
C  -4.39  -0.71  2.39
C  -5.41  -1.63  2.22
C  -6.21  -1.57  1.09
C  -5.99  -0.58  0.15
C  -4.98  0.35  0.31
H  -4.84  1.11  -0.44
H  -6.62  -0.52  -0.73
H  -7.01  -2.29  0.95
H  -5.57  -2.39  2.96
H  -3.76  -0.74  3.26
H  -3.59  2.66  0.37
H  -2.10  2.80  1.34
H  -2.55  0.75  -0.88
H  -0.94  -0.07  0.78
H  -1.26  -0.70  -1.85
H  0.36  -0.91  -2.51
H  -0.06  -1.65  -0.95

The calculation puts the HOMO-LUMO gap at 0.34149 hartree. As for the calculated total energy: -26670.8655 eV. The maximum force is 0.013 Eh/bohr. As for the SMILES: CN(CCOc1ccccc1)C[C@H](O)COc1ccccc1. The value obtained for the highest occupied orbital energy is -8.553 eV. The charge is 0. Its LUMO energy is 0.740 eV.

Atom charges from the natural (NBO) analysis, given in e for atoms 1 to 2: -0.419 -0.464

=====

# 5
Molecular formula: C18H24Cl3FeN8O2PSi
Method: DFT, wB97M-V/def2-TZVPD

Atoms and positions in Å:
Fe  1.03  -0.63  0.44
N  -3.14  1.32  1.13
C  -2.11  0.48  1.10
N  -0.96  0.75  0.54
C  -0.79  1.97  -0.10
N  0.36  2.32  -0.57
N  1.39  1.51  -0.26
C  2.57  1.98  -0.32
C  3.65  1.19  0.25
C  4.96  1.66  0.28
C  5.92  0.94  0.97
C  5.54  -0.23  1.61
C  4.22  -0.65  1.50
N  3.30  0.03  0.83
C  -1.90  2.91  -0.16
C  -1.80  4.16  -0.77
C  -2.85  5.05  -0.68
C  -4.01  4.71  0.01
C  -4.13  3.48  0.62
C  -3.08  2.58  0.53
H  -4.00  1.05  1.60
H  -2.24  -0.48  1.57
H  2.76  2.99  -0.67
H  5.21  2.58  -0.23
H  6.94  1.28  1.01
H  6.25  -0.81  2.18
H  3.90  -1.57  1.98
H  -0.89  4.42  -1.29
H  -2.77  6.02  -1.15
H  -4.82  5.42  0.08
H  -5.03  3.22  1.17
C  1.04  0.01  5.17
C  0.92  -0.30  3.77
N  0.83  -0.55  2.66
H  0.37  0.83  5.44
H  2.06  0.31  5.41
H  0.78  -0.86  5.78
N  -2.23  -4.47  -0.43
C  -1.38  -4.18  -1.62
P  -1.42  -2.31  -1.81
O  -2.79  -1.98  -1.32
O  -0.28  -1.46  -1.31
C  -1.41  -2.06  -3.66
N  -1.91  -0.66  -3.85
H  -2.95  -3.72  -0.40
H  -1.66  -4.40  0.42
H  -2.67  -5.39  -0.45
H  -1.86  -4.60  -2.50
H  -0.39  -4.60  -1.53
H  -2.09  -2.75  -4.15
H  -0.40  -2.16  -4.06
H  -1.30  -0.02  -3.33
H  -2.84  -0.59  -3.43
H  -1.95  -0.37  -4.83
Cl  1.08  -3.30  0.61
Si  2.62  -2.77  -0.86
Cl  4.21  -3.81  -0.19
Cl  2.11  -3.50  -2.68

The calculation puts the HOMO-LUMO gap (spin up / spin down) at 0.27459 / 0.19131 hartree. As for the calculated total energy: -124174.0264 eV. The multiplicity is 6. The maximum force is 0.035 Eh/bohr. The value obtained for the highest occupied orbital energy (spin up / spin down) is -15.449 / -15.441 eV. The charge is +3. Its LUMO energy (spin up / spin down) is -7.977 / -10.235 eV.

Atom charges from the natural (NBO) analysis, given in e for atoms 1 to 2: 1.533 -0.527

=====

# 6
Molecular formula: C18H24Cl5IrN6S2
Method: DFT, wB97M-V/def2-TZVPD

Atoms and positions in Å:
Ir  0.98  0.16  -0.67
Cl  4.73  0.35  -0.26
C  3.86  1.76  -0.69
C  2.47  1.73  -0.85
C  1.87  2.95  -1.14
Cl  0.16  2.93  -1.36
C  2.56  4.14  -1.27
Cl  1.73  5.60  -1.63
C  3.95  4.14  -1.11
Cl  4.83  5.60  -1.26
C  4.59  2.95  -0.82
Cl  6.30  2.94  -0.61
C  -1.40  2.19  2.49
N  -1.38  0.74  2.45
C  -2.59  -0.05  2.69
C  -2.13  -1.50  2.46
N  -0.72  -1.31  2.09
C  -0.39  -0.03  2.06
S  1.19  0.57  1.56
H  -2.09  2.56  1.73
H  -0.41  2.58  2.28
H  -1.73  2.52  3.48
H  -3.36  0.26  1.98
H  -2.96  0.13  3.70
H  -2.67  -1.99  1.65
H  -2.20  -2.11  3.36
H  -0.13  -2.04  1.72
C  -5.00  1.89  0.24
C  -4.02  2.01  -0.94
C  -3.04  0.88  -1.02
N  -1.82  0.96  -0.66
N  -1.10  -0.19  -0.86
C  -1.85  -1.25  -1.31
N  -1.41  -2.45  -1.45
S  -3.49  -0.69  -1.64
H  -5.76  2.67  0.17
H  -4.48  2.01  1.19
H  -5.50  0.93  0.24
H  -3.44  2.93  -0.87
H  -4.58  2.05  -1.87
H  0.31  -2.05  -1.49
H  -2.09  -3.08  -1.86
C  1.35  -3.84  -0.01
C  2.09  -2.80  -0.87
C  2.29  -3.35  -2.29
C  3.43  -2.52  -0.22
N  1.16  -1.66  -1.04
H  1.90  -4.79  -0.05
H  0.33  -4.01  -0.36
H  1.35  -3.53  1.04
H  2.83  -4.29  -2.24
H  2.86  -2.65  -2.89
H  1.33  -3.54  -2.78
H  3.91  -3.48  -0.05
H  3.32  -2.01  0.74
H  4.07  -1.94  -0.88

The calculation puts the HOMO-LUMO gap (spin up / spin down) at 0.24637 / 0.21921 hartree. As for the calculated total energy: -115110.3308 eV. The multiplicity is 2. The maximum force is 0.024 Eh/bohr. The value obtained for the highest occupied orbital energy (spin up / spin down) is -11.173 / -11.112 eV. The charge is +1. Its LUMO energy (spin up / spin down) is -4.470 / -5.147 eV.

Atom charges from the natural (NBO) analysis, given in e for atoms 1 to 2: 1.071 0.049